(a)
Computed, not measured: C4H14N2O as an isolated structure, with ωB97M-V with the def2-TZVPD basis set.

For the HOMO-LUMO gap, the calculation gives 0.3478 Ha. The HOMO energy comes out at -18.2 eV.

Geometry as ORCA input:
```
! RIJCOSX wB97M-V def2-TZVPD def2/J DEFGRID3
* xyz 2 1
C 2.109 0.334 0.463
O 3.192 0.334 -0.408
C 0.872 0.233 -0.378
C -0.385 0.464 0.425
C -1.728 0.847 -0.226
N -2.854 0.313 0.676
N 0.868 -1.663 -0.848
H 1.937 -0.518 1.114
H 2.071 1.240 1.092
H 4.021 0.600 0.011
H 0.852 0.681 -1.358
H -0.456 0.931 1.416
H -0.161 -0.606 0.810
H -1.947 0.322 -1.172
H -1.752 1.920 -0.407
H -3.014 0.804 1.553
H -2.671 -0.672 0.878
H -3.677 0.276 0.059
H 0.379 -2.586 -0.988
H 0.554 -1.169 -1.694
H 1.791 -2.085 -1.020
*
```

Here are the Löwdin charges for atoms 1 to 2, given in e:
1. C -0.24
2. O 0.00

***

(b)
Computed, not measured: a 2-piece molecular cluster, C4H14N2O overall, with ωB97M-V with the def2-TZVPD basis set.

For the HOMO-LUMO gap, the calculation gives 0.3991 Ha. The HOMO energy comes out at -18.8 eV.

Geometry as ORCA input:
```
! RIJCOSX wB97M-V def2-TZVPD def2/J DEFGRID3
* xyz 2 1
C -0.142 0.892 -1.152
C -0.409 1.368 0.273
C -1.119 0.370 1.175
C -0.488 -2.043 1.424
N -0.323 -0.799 1.574
N -0.044 2.038 -2.138
H 0.722 0.232 -1.196
H -1.048 0.342 -1.432
H 0.495 1.707 0.789
H -1.095 2.223 0.239
H -1.308 0.816 2.162
H -2.102 0.061 0.812
H -1.444 -2.547 1.250
H 0.276 -2.796 1.579
H 0.599 -0.529 1.921
H -0.248 2.980 -1.802
H -0.653 1.821 -2.930
H 0.901 2.128 -2.532
H 2.564 -1.448 -1.110
H 2.526 -2.411 -0.005
O 1.915 -1.830 -0.521
*
```

Here are the Löwdin charges for atoms 1 to 2, given in e:
1. C -0.12
2. C -0.15

***

(c)
Computed, not measured: a 2-piece molecular cluster, C4H14N2O overall, with ωB97M-V with the def2-TZVPD basis set.

For the HOMO-LUMO gap, the calculation gives 0.4318 Ha. The HOMO energy comes out at -18.6 eV.

Geometry as ORCA input:
```
! RIJCOSX wB97M-V def2-TZVPD def2/J DEFGRID3
* xyz 2 1
C -1.272 0.789 -1.570
C 0.027 -0.109 -1.719
C 0.663 -0.553 -0.390
C 1.777 0.060 0.024
N 2.585 -0.117 1.326
N -2.197 0.266 -0.508
H -0.910 1.793 -1.524
H -1.910 0.815 -2.569
H -0.209 -0.908 -2.420
H 0.661 0.554 -2.385
H 0.165 -1.277 0.256
H 2.492 0.685 -0.632
H 1.971 -0.120 2.108
H 3.217 -1.018 1.284
H 3.380 0.606 1.605
H -2.550 -0.799 -0.637
H -1.729 0.310 0.425
H -2.965 0.928 -0.452
H -0.933 -1.365 2.282
H -1.315 -0.148 3.188
O -0.949 -0.389 2.308
*
```

Here are the Löwdin charges for atoms 1 to 2, given in e:
1. C -0.14
2. C -0.14

***

Of them, the most stable is (b) and the least stable is (a).

***

(a)
Computed, not measured: a 2-piece molecular cluster, CH3IO2S overall, with ωB97M-V with the def2-TZVPD basis set.

For the HOMO-LUMO gap, the calculation gives 0.3238 Ha. The HOMO energy comes out at -9.7 eV.

Geometry as ORCA input:
```
! RIJCOSX wB97M-V def2-TZVPD def2/J DEFGRID3
* xyz 0 1
C -2.011 -0.052 -0.184
O -1.491 0.602 -1.085
O 1.105 -1.098 0.392
S 1.594 0.083 -0.292
I 4.019 -0.002 0.067
H 1.314 1.261 0.682
H -1.725 -1.158 -0.083
H -2.805 0.364 0.503
*
```

Here are the Löwdin charges for atoms 1 to 2, given in e:
1. C -0.13
2. O -0.07

***

(b)
Computed, not measured: the molecule CH3IO2S, with ωB97M-V with the def2-TZVPD basis set.

For the HOMO-LUMO gap, the calculation gives 0.3054 Ha. As for the structure (SMILES): COOSI. The HOMO energy comes out at -9.1 eV.

Geometry as ORCA input:
```
! RIJCOSX wB97M-V def2-TZVPD def2/J DEFGRID3
* xyz 0 1
C 0.025 -0.108 -0.682
O 1.388 0.153 -0.624
O 2.345 -0.801 0.212
S 3.728 -0.168 0.444
I 3.635 0.867 2.668
H -0.282 0.084 -1.629
H -0.451 0.379 0.129
H -0.354 -1.184 -0.542
*
```

Here are the Löwdin charges for atoms 1 to 2, given in e:
1. C -0.12
2. O -0.20

***

Of them, the most stable is (a) and the least stable is (b).